A molecular structure, C27H34Cl3GeMnN4O2. Source: the Open Molecules 2025 dataset; level of theory: ωB97M-V/def2-TZVPD.

The value obtained for the gap between HOMO and LUMO (spin up / spin down) is 8.6 / 8.2 eV. As for the energy above the lowest of the compared OMol25 structures with the same formula, charge and spin: 0.000 eV. The LUMO energy (spin up / spin down) comes out at -2.299 / -2.301 eV. As for the energy: -6027.0519 Ha.

```
! RIJCOSX wB97M-V def2-TZVPD def2/J DEFGRID3
* xyz 1 2
Mn -0.12720 -0.12184 0.92454
N 0.49927 -1.20743 2.63623
C 1.83791 -1.76910 2.39714
C 2.68278 -0.70712 1.71244
N 1.94603 0.02918 0.65002
C 2.28049 1.47070 0.71441
C 1.55200 2.12472 1.87685
N 0.11051 1.79312 1.78258
C 2.19988 -0.52760 -0.69387
C 1.52056 -1.88050 -0.84118
N 0.08854 -1.75018 -0.44449
H 0.50913 -0.59110 3.44387
H -0.16838 -1.93775 2.86343
H 1.71410 -2.65350 1.77766
H 2.33389 -2.09196 3.31520
H 3.60578 -1.13961 1.31413
H 2.98492 0.01687 2.46857
H 1.95211 1.93118 -0.21405
H 3.36152 1.62824 0.80252
H 1.72934 3.20152 1.84953
H 1.92112 1.76244 2.83769
H -0.30378 2.31192 1.01559
H -0.38589 2.06286 2.62511
H 3.27437 -0.61970 -0.89341
H 1.78392 0.17459 -1.41770
H 1.99965 -2.62206 -0.20685
H 1.62755 -2.23785 -1.86657
H -0.28049 -2.64816 -0.14537
H -0.45423 -1.50237 -1.26411
C -1.24239 0.87170 -0.66613
Ge -1.34268 2.69160 -1.47395
C -1.84640 2.52611 -3.34950
C -1.52546 3.54620 -4.24708
C -1.87860 3.45490 -5.58582
C -2.56083 2.33814 -6.04894
C -2.89043 1.31727 -5.17007
C -2.53463 1.41309 -3.83035
C 0.42758 3.52118 -1.40407
C 1.44037 3.08754 -2.26239
C 2.72590 3.60570 -2.17140
C 3.01673 4.57528 -1.21952
C 2.01465 5.03787 -0.37704
C 0.72896 4.51635 -0.47340
C -2.64588 3.84087 -0.57267
C -2.66279 4.08169 0.80187
C -3.62700 4.89209 1.38443
C -4.60407 5.48272 0.59562
C -4.60705 5.25526 -0.77218
C -3.64051 4.44022 -1.34692
H -1.23592 0.26965 -1.58466
H -0.98785 4.42363 -3.90202
H -1.62160 4.25523 -6.26779
H -2.83829 2.26676 -7.09256
H -3.43216 0.44996 -5.52537
H -2.82861 0.61740 -3.15422
H 1.21920 2.34999 -3.02885
H 3.49780 3.26555 -2.85091
H 4.01587 4.98643 -1.15210
H 2.23003 5.81787 0.34299
H -0.05149 4.90580 0.17250
H -1.91391 3.64676 1.45736
H -3.61530 5.06216 2.45359
H -5.35806 6.11477 1.04605
H -5.36599 5.70859 -1.39670
H -3.67360 4.26612 -2.41570
Cl -5.49682 0.71285 0.11447
C -4.41137 -0.09658 1.22800
Cl -4.84343 -1.80609 1.36199
Cl -4.49014 0.68730 2.81924
C -2.93466 -0.01967 0.78669
O -2.71785 0.71141 -0.23264
O -2.08655 -0.61747 1.44662
*
```

Mulliken population analysis, charges in e, atoms 1 to 5: number 1, Mn, carries 0.578; number 2, N, carries -0.398; number 3, C, carries -0.811; number 4, C, carries -0.841; number 5, N, carries 0.680

2 unconnected molecules or ions with the total composition C4H10OS. Source: the Open Molecules 2025 dataset; level of theory: ωB97M-V/def2-TZVPD.

The value obtained for the gap between HOMO and LUMO (spin up / spin down) is 6.9 / 7.7 eV. As for the energy above the lowest of the compared OMol25 structures with the same formula, charge and spin: 1.320 eV. The LUMO energy (spin up / spin down) comes out at 0.513 / -1.168 eV. As for the energy: -631.6130 Ha.

```
! RIJCOSX wB97M-V def2-TZVPD def2/J DEFGRID3
* xyz 0 3
C 0.00603 0.61056 1.55842
C 0.32627 1.09258 -0.92461
C -1.26507 -1.67426 -0.05770
C 0.42218 0.10576 0.15625
O 1.37035 -0.75594 0.03437
S 3.15301 -0.29871 -0.16315
H 0.09212 -0.16898 2.35463
H 0.75340 1.40484 1.76294
H -1.01143 0.97981 1.53781
H 0.29718 0.66964 -1.93981
H 1.33124 1.68582 -1.04027
H -0.56196 1.67572 -0.80143
H -1.33884 -1.96597 1.02874
H -2.10076 -0.99239 -0.41995
H -0.65424 -2.24867 -0.84462
H 2.77002 -0.10526 -1.42231
*
```

Mulliken population analysis, charges in e, atoms 1 to 5: number 1, C, carries -1.230; number 2, C, carries -1.336; number 3, C, carries -0.866; number 4, C, carries 0.994; number 5, O, carries -0.450

3 unconnected molecules or ions with the total composition C2H11N2O2. Source: the Open Molecules 2025 dataset; level of theory: ωB97M-V/def2-TZVPD.

The value obtained for the gap between HOMO and LUMO is 11.8 eV. As for the energy above the lowest of the compared OMol25 structures with the same formula, charge and spin: 0.245 eV. The LUMO energy comes out at -2.969 eV. As for the energy: -342.5795 Ha.

```
! RIJCOSX wB97M-V def2-TZVPD def2/J DEFGRID3
* xyz 1 1
C -0.87230 -0.32546 -1.39458
N 1.16552 -0.65098 1.60924
C 0.78880 -0.61034 0.33663
N -0.46551 -0.48993 0.00123
H -0.16527 -0.84335 -2.03263
H -1.86653 -0.74887 -1.53456
H -0.88135 0.72046 -1.68647
H 0.47156 -0.87556 2.30534
H 2.11176 -0.91760 1.81445
H 1.52971 -0.66370 -0.45412
H -1.14445 -0.12346 0.68817
H 2.74538 1.30873 -2.16599
H 3.23384 1.76019 -0.76659
O 2.76288 1.05688 -1.23857
H -3.60291 -0.17779 1.57547
H -3.03252 1.25643 1.44875
O -2.77860 0.32436 1.49422
*
```

Mulliken population analysis, charges in e, atoms 1 to 5: number 1, C, carries -0.815; number 2, N, carries -0.337; number 3, C, carries 0.249; number 4, N, carries -0.085; number 5, H, carries 0.374